No. 1
Here is one molecule with the formula C4H10N2O at a distorted geometry from the Open Molecules 2025 dataset. Energies are from ωB97M-V with the def2-TZVPD basis set.

Each line ends with the Löwdin charge.
Cartesian coordinates (Å):
C 2.146 -0.445 -0.837  -0.3453
N 1.466 -0.001 0.270  0.0355
C -0.514 -0.869 1.396  -0.0596
C 0.041 0.263 0.479  -0.3504
C -0.763 0.318 -0.814  -0.2561
N -2.018 1.030 -0.600  0.0049
O 1.919 -0.152 -1.987  0.0228
H 2.977 -1.120 -0.598  0.1240
H 2.075 0.148 1.057  0.1254
H -1.403 -0.589 1.958  0.0713
H -0.819 -1.736 0.802  0.0759
H 0.258 -1.136 2.118  0.0678
H 0.011 1.123 1.162  0.1378
H -0.934 -0.719 -1.109  0.1159
H -0.129 0.751 -1.591  0.0989
H -1.811 1.950 -0.231  0.0657
H -2.502 1.182 -1.475  0.0654

Output
SMILES = C[C@H](CN)NC=O



No. 2
Here is one molecule with the formula C4H10N2O at a distorted geometry from the Open Molecules 2025 dataset. Energies are from ωB97M-V with the def2-TZVPD basis set.

Each line ends with the Löwdin charge.
Cartesian coordinates (Å):
C 0.530 -0.357 -0.687  -0.2303
C 1.972 0.123 -0.493  -0.2576
C -1.229 -0.906 0.934  -0.1035
N -0.355 0.088 0.343  -0.1932
C -1.053 1.234 -0.389  -0.2572
O 2.667 -0.663 0.451  -0.0664
N -2.275 1.514 -0.371  0.1155
H 2.194 -0.602 1.290  0.0835
H -2.846 1.052 0.332  0.0433
H 0.101 0.261 -1.605  0.1364
H 0.480 -1.436 -0.850  0.1279
H 2.527 0.028 -1.427  0.1173
H 1.965 1.180 -0.195  0.1146
H -0.306 1.979 -0.632  0.1169
H -0.622 -1.651 1.451  0.0856
H -1.856 -1.439 0.206  0.0888
H -1.894 -0.406 1.642  0.0783

Output
SMILES = [H]/N=C\N(C)CCO



No. 3
Here is one molecule with the formula C4H10N2O at a distorted geometry from the Open Molecules 2025 dataset. Energies are from ωB97M-V with the def2-TZVPD basis set.

Each line ends with the Löwdin charge.
Cartesian coordinates (Å):
O -2.762 -0.128 -0.607  0.0594
C -1.652 -0.550 -0.821  -0.2400
C -0.459 0.133 -0.233  -0.3789
C 0.032 1.133 -1.295  -0.0387
N 0.570 -0.851 0.116  -0.0516
C 1.841 -0.353 0.642  -0.3020
N 1.695 0.398 1.872  0.0250
H -1.473 -1.404 -1.496  0.1320
H -0.687 0.663 0.695  0.1340
H -0.622 1.973 -1.496  0.0846
H 1.015 1.509 -1.021  0.0585
H 0.224 0.594 -2.230  0.0880
H 0.193 -1.603 0.678  0.1075
H 2.207 0.297 -0.142  0.0911
H 2.485 -1.224 0.741  0.1107
H 1.913 -0.127 2.690  0.0533
H 2.153 1.299 1.893  0.0671

Output
SMILES = C[C@@H](C=O)NCN



No. 4
Here is one molecule with the formula C4H10N2O at a distorted geometry from the Open Molecules 2025 dataset. Energies are from ωB97M-V with the def2-TZVPD basis set.

Each line ends with the Löwdin charge.
Cartesian coordinates (Å):
C -0.717 -0.539 -0.818  -0.1990
C -2.251 -0.173 -0.810  -0.0999
N 1.480 0.064 -0.034  -0.2216
C 0.026 0.228 0.210  -0.3118
N 2.300 0.730 0.848  0.0292
C -0.434 0.989 1.188  0.0638
O 1.845 -1.349 -0.125  -0.0501
H 2.201 -1.473 -1.013  0.0883
H 2.299 0.320 1.785  0.0905
H 3.250 0.749 0.491  0.0883
H -0.309 -0.314 -1.806  0.1134
H -0.616 -1.610 -0.626  0.1090
H 0.238 1.456 1.887  0.0476
H -1.477 1.222 1.283  0.0529
H -2.733 -0.728 -1.611  0.0623
H -2.395 0.890 -0.980  0.0701
H -2.709 -0.462 0.132  0.0671

Output
SMILES = C=C(CC)N(N)O



In order of appearance, energy relative to the best compared isomer or geometry (same formula, charge and spin) = 152.7; 301.8; 184.4; 382.5 kJ/mol.
In order of appearance, HOMO-LUMO gap = 10.1; 9.9; 10.0; 9.6 eV.
In order of appearance, E_tot = -343.143319; -343.086521; -343.131226; -343.055764 hartree.